{
  "formula": "C4H9N2O2S",
  "method": "wB97M-V/def2-TZVPD",
  "symbols": ["C", "S", "O", "O", "N", "N", "C", "C", "C", "H", "H", "H", "H", "H", "H", "H", "H", "H"],
  "xyz": [[2.63060, 1.04397, -1.20665], [2.83171, -0.22872, -0.06370], [3.69664, -1.30749, -0.50072], [3.00554, 0.25844, 1.30247], [1.05308, -1.05720, -0.22430], [0.20464, -0.34528, 0.37101], [-1.18580, -0.55909, 0.19430], [-1.71413, -0.14698, 1.55026], [-1.75159, 0.34571, -0.90266], [1.91574, 1.70875, -0.77294], [2.24747, 0.61577, -2.03759], [-1.60046, -1.67999, 0.07568], [-1.46377, 0.84591, 1.78402], [-2.78601, -0.37012, 1.72003], [-1.24640, -0.75804, 2.31099], [-2.70632, -0.11354, -1.34858], [-1.22798, 0.32003, -1.78844], [-1.90297, 1.42788, -0.46319]],
  "forces_ev_per_a": [[1.8, -0.3, 3.4], [-0.7, 1.4, -0.6], [-0.5, 0.1, 0.0], [-0.4, -0.5, -0.7], [-1.3, 1.5, 1.6], [3.8, -1.1, -1.6], [-2.4, -2.1, 0.3], [-1.4, -1.7, 0.7], [-2.8, 0.6, 1.5], [-0.4, 0.6, 0.4], [-1.0, -1.4, -3.0], [1.5, 2.0, -0.3], [0.1, 1.5, 0.2], [0.2, 0.5, -0.5], [0.4, -0.2, 0.2], [0.6, 0.9, 1.4], [2.1, 0.5, -1.6], [0.2, -2.1, -1.3]],
  "nbo_charge": [-1.11, 2.14, -0.98, -0.97, -0.32, -0.21, -0.11, -0.59, -0.61, 0.19, 0.17, 0.16, 0.21, 0.19, 0.21, 0.20, 0.22, 0.21],
  "de_lowest_kcal_mol": 0.0,
  "charge": -1,
  "lumo_ev": 3.54,
  "e_homo_ev": -3.41,
  "gap_ev": 7.0
}